No. 1
Formula: C17H23EuO3
Source: the Open Molecules 2025 dataset
Level of theory: ωB97M-V/def2-TZVPD

Cartesian coordinates (Å):
Eu1 0.023 0.209 0.564
C1 2.204 0.776 2.263
C2 2.743 -0.056 1.230
C3 2.746 0.696 0.008
H1 3.117 -1.069 1.356
C4 2.203 1.997 0.289
C5 1.888 2.047 1.685
H2 1.536 2.920 2.227
H3 2.127 0.514 3.315
H4 3.127 0.354 -0.954
H5 2.106 2.815 -0.422
C6 -2.449 0.737 1.789
C7 -1.666 1.872 2.165
C8 -1.416 2.649 0.989
H6 -1.386 2.147 3.181
C9 -2.047 1.997 -0.117
C10 -2.701 0.820 0.379
H7 -3.309 0.128 -0.208
H8 -2.841 -0.020 2.469
H9 -0.891 3.602 0.956
H10 -2.079 2.364 -1.146
O1 0.309 -1.781 -0.400
C11 -0.256 -0.026 -3.591
C12 0.356 -1.335 -3.160
C13 0.569 1.190 -3.452
C14 -1.732 0.012 -3.657
C15 0.586 -2.128 -1.691
H11 1.406 -1.291 -3.522
H12 -0.244 -2.091 -3.713
H13 0.068 -3.083 -1.846
H14 1.664 -2.338 -1.682
H15 0.736 1.685 -4.419
H16 1.555 0.933 -3.027
H17 0.070 1.907 -2.782
H18 -2.113 -0.119 -4.678
H19 -2.087 0.976 -3.280
H20 -2.157 -0.793 -3.041
C16 -0.291 -2.870 4.416
O2 -0.201 -1.723 3.549
C17 -0.157 -2.038 2.252
O3 -0.184 -3.201 1.909
H21 -0.317 -2.475 5.423
H22 0.587 -3.497 4.226
H23 -1.203 -3.414 4.148

Values from the calculation:
HOMO energy (alpha / beta) = 2.16 / 2.13 eV
multiplicity = 7
total charge = -2


No. 2
Formula: C4H35N3O12
Source: the Open Molecules 2025 dataset
Level of theory: ωB97M-V/def2-TZVPD

Cartesian coordinates (Å):
C1 0.533 0.431 1.531
N1 0.796 -0.618 0.535
C2 2.223 -0.884 0.333
N2 2.890 -0.041 -0.654
C3 -0.987 0.731 1.591
N3 -1.468 2.080 1.212
C4 -1.465 3.064 2.300
O1 -0.170 3.627 2.539
H1 1.323 1.174 1.825
H2 0.684 -0.103 2.500
H3 0.329 -0.429 -0.348
H4 2.685 -0.891 1.327
H5 2.414 -1.931 0.071
H6 2.314 -0.134 -1.477
H7 3.105 0.811 -0.163
H8 -1.416 0.295 2.492
H9 -1.439 0.163 0.789
H10 -0.808 2.374 0.504
H11 -1.846 2.619 3.214
H12 -1.970 3.882 1.781
H13 0.537 2.994 2.688
H14 1.176 -2.514 -2.021
H15 -0.157 -2.081 -1.645
O2 0.305 -2.906 -1.862
H16 0.303 -1.149 -3.602
H17 0.975 0.265 -3.496
O3 0.547 -0.439 -2.992
H18 -2.221 0.217 -1.302
H19 -2.151 -1.260 -1.779
O4 -1.633 -0.441 -1.692
H20 -2.034 -1.723 -4.118
H21 -0.891 -2.647 -3.551
O5 -1.177 -2.109 -4.301
H22 2.424 2.824 -2.168
H23 3.407 1.565 -2.351
O6 2.959 2.304 -2.767
H24 0.334 4.365 0.642
H25 0.691 3.656 -0.809
O7 0.957 4.221 -0.082
H26 1.967 2.979 0.712
H27 3.420 2.928 1.006
O8 2.630 2.384 1.130
H28 -2.101 -1.959 1.932
H29 -3.323 -2.589 2.707
O9 -3.057 -2.068 1.950
H30 -0.444 -1.128 3.773
H31 0.404 -2.303 3.664
O10 -0.514 -2.084 3.871
H32 -2.334 -3.463 -1.377
H33 -2.389 -3.460 -2.941
O11 -2.629 -2.969 -2.153
H34 -0.197 -3.712 1.416
H35 -0.202 -2.208 0.716
O12 -0.688 -3.016 0.984

Values from the calculation:
HOMO energy = -9.00 eV
total charge = 0
ΔE to the lowest compared entry with this formula, charge and spin = 97.9 kcal per mole


No. 3
Formula: C4H6N6
Source: the Open Molecules 2025 dataset
Level of theory: ωB97M-V/def2-TZVPD

Cartesian coordinates (Å):
C1 0.466 3.287 1.222
C2 0.199 2.011 0.589
C3 -0.792 1.067 0.472
C4 -0.222 -0.183 0.065
N1 1.743 3.508 1.142
N2 2.377 2.477 0.660
N3 1.499 1.667 0.200
N4 0.981 -0.387 0.472
N5 -0.824 -1.086 -0.710
N6 1.759 -1.315 -0.193
H1 -0.191 3.892 1.662
H2 -1.778 1.309 0.623
H3 -1.766 -1.090 -1.120
H4 -0.460 -1.977 -0.881
H5 2.661 -1.521 0.169
H6 1.576 -1.172 -1.157

Values from the calculation:
HOMO energy (alpha / beta) = -7.77 / -7.78 eV
total charge = 0
ΔE to the lowest compared entry with this formula, charge and spin = 55.3 kcal per mole


No. 4
Formula: C3H5N3
Source: the Open Molecules 2025 dataset
Level of theory: ωB97M-V/def2-TZVPD

Cartesian coordinates (Å):
C1 1.531 0.743 0.586
N1 0.351 0.146 0.011
N2 0.233 -1.079 -0.075
C2 -1.077 -1.517 -0.446
C3 -1.917 -0.478 -0.467
N3 -1.735 0.709 -0.162
H1 1.529 0.602 1.673
H2 1.459 1.816 0.383
H3 2.445 0.333 0.155
H4 -1.256 -2.555 -0.668
H5 -1.564 1.279 -0.989

Values from the calculation:
HOMO energy = -8.96 eV
total charge = 0
ΔE to the lowest compared entry with this formula, charge and spin = 93.8 kcal per mole


| no. | calculated total energy (Ha) |
| --- | --- |
| 1 | -1597.4291 |
| 2 | -1240.4535 |
| 3 | -484.3811 |
| 4 | -281.4405 |